(w)
The following is a DFT calculation (ωB97M-V/def2-TZVPD) of a 2-piece molecular cluster, C9H13NO2 overall.

ORCA input file:
```
! RIJCOSX wB97M-V def2-TZVPD def2/J DEFGRID3
* xyz 0 1
C 3.717 0.699 0.751
C 2.217 0.460 0.850
C 1.306 0.979 -0.044
C -0.063 1.001 0.226
C -0.532 0.399 1.381
O -1.847 0.631 1.770
C 0.371 -0.090 2.320
C 1.720 -0.130 2.025
H 3.959 0.950 -0.276
H 4.264 -0.171 1.080
H 3.893 1.599 1.340
H 1.677 1.438 -0.944
H -0.733 1.638 -0.336
H -2.458 0.032 1.330
H 0.031 -0.598 3.212
H 2.381 -0.719 2.637
C -2.400 -0.004 -2.564
C -2.480 -1.452 -2.083
N -1.666 -1.696 -1.003
O -3.179 -2.316 -2.563
H -3.043 0.116 -3.430
H -1.360 0.168 -2.826
H -2.742 0.635 -1.756
H -1.773 -2.620 -0.633
H -1.260 -0.950 -0.462
*
```

The HOMO energy is -9.2 eV. The value obtained for the HOMO-LUMO gap is 9.851 eV.

***

(x)
The following is a DFT calculation (ωB97M-V/def2-TZVPD) of one molecule with the formula C9H13NO2.

ORCA input file:
```
! RIJCOSX wB97M-V def2-TZVPD def2/J DEFGRID3
* xyz 0 1
C 0.692 -0.737 0.538
C 1.838 1.079 -0.358
C 0.387 1.374 -0.625
C -2.731 0.473 0.462
C -2.617 -0.734 -0.462
C -1.350 0.532 1.107
C -1.205 -0.632 -1.044
C -0.361 0.175 -0.023
C 3.171 -0.752 0.674
N 1.881 -0.203 0.253
O 3.871 -1.481 -0.295
O 2.802 1.764 -0.548
H 0.117 2.323 -0.162
H 0.243 1.483 -1.702
H -2.917 1.380 -0.116
H -3.524 0.363 1.199
H -2.716 -1.650 0.119
H -3.378 -0.739 -1.242
H -1.126 1.499 1.560
H -1.275 -0.233 1.881
H -0.770 -1.620 -1.204
H -1.221 -0.115 -2.004
H 2.981 -1.356 1.570
H 3.817 0.100 0.915
H 3.392 -2.294 -0.494
*
```

The HOMO energy is -8.7 eV. The value obtained for the HOMO-LUMO gap is 9.296 eV.

***

(y)
The following is a DFT calculation (ωB97M-V/def2-TZVPD) of a 2-piece molecular cluster, C9H13NO2 overall.

ORCA input file:
```
! RIJCOSX wB97M-V def2-TZVPD def2/J DEFGRID3
* xyz 0 1
C 1.010 -2.138 0.684
C 0.211 -0.926 1.114
C 0.689 0.073 1.951
C -0.099 1.076 2.499
C -1.415 1.198 2.075
O -2.213 2.193 2.561
C -1.904 0.278 1.166
C -1.149 -0.826 0.800
H 0.728 -2.313 -0.350
H 0.651 -3.027 1.205
H 2.055 -1.930 0.812
H 1.732 0.034 2.253
H 0.335 1.703 3.267
H -1.669 2.979 2.678
H -2.951 0.289 0.889
H -1.631 -1.659 0.293
C -0.278 0.904 -2.595
C 1.089 0.497 -3.079
N 1.562 -0.647 -2.503
O 1.649 1.056 -3.998
H -0.886 0.092 -2.209
H -0.837 1.321 -3.431
H -0.237 1.651 -1.801
H 2.501 -1.000 -2.615
H 1.057 -0.878 -1.664
*
```

The HOMO energy is -8.9 eV. The value obtained for the HOMO-LUMO gap is 9.537 eV.

***

(y) wins, 0.124 eV ahead of the next structure.

***

(w)
The following is a DFT calculation (ωB97M-V/def2-TZVPD) of a 2-piece molecular cluster, C2H7N overall.

ORCA input file:
```
! RIJCOSX wB97M-V def2-TZVPD def2/J DEFGRID3
* xyz 0 1
C -2.407 3.569 -1.460
N -1.286 4.145 -1.362
H -3.222 3.868 -0.806
H -2.626 2.786 -2.182
H -0.636 3.758 -2.049
C 2.027 -3.632 1.587
H 2.525 -4.595 1.680
H 1.826 -3.479 0.523
H 2.684 -2.821 1.899
H 1.114 -3.598 2.170
*
```

The HOMO energy is -10.3 eV. The value obtained for the HOMO-LUMO gap is 11.522 eV.

***

(x)
The following is a DFT calculation (ωB97M-V/def2-TZVPD) of one molecule with the formula C2H7N.

ORCA input file:
```
! RIJCOSX wB97M-V def2-TZVPD def2/J DEFGRID3
* xyz 0 1
C 0.274 0.891 0.631
N 0.596 -0.034 -0.335
C -0.480 -0.757 -0.777
H -0.551 0.384 1.414
H -0.266 1.578 0.083
H 1.133 1.210 1.521
H 1.387 -0.639 -0.208
H -0.040 -1.419 -1.234
H -1.045 0.151 -1.228
H -1.007 -1.364 0.132
*
```

The HOMO energy is -8.5 eV. The value obtained for the HOMO-LUMO gap is 9.679 eV.

***

(w) wins, 2.386 eV ahead of the next structure.

***

(w)
The following is a DFT calculation (ωB97M-V/def2-TZVPD) of a 2-piece molecular cluster, C10H15NO2 overall.

ORCA input file:
```
! RIJCOSX wB97M-V def2-TZVPD def2/J DEFGRID3
* xyz 0 1
C 0.513 0.266 -2.589
C -0.099 -0.715 -1.634
C 0.869 -1.753 -1.321
C 0.526 -2.800 -0.525
C -0.882 -2.882 -0.140
O -1.287 -3.951 0.524
C -1.771 -1.832 -0.421
C -1.336 -0.744 -1.112
H 0.717 1.290 -2.308
H -0.288 0.518 -3.427
H 1.379 -0.150 -3.068
H 1.805 -1.649 -1.728
H 1.358 -3.501 -0.248
H -0.644 -4.650 0.549
H -2.759 -2.117 -0.120
H -2.090 0.012 -1.328
C 1.013 1.027 2.390
C 0.035 1.969 1.918
C 0.603 3.122 1.028
N 0.061 3.433 -0.176
O 1.499 3.797 1.588
H 0.845 0.821 3.481
H 2.008 1.417 2.257
H 0.861 0.060 1.709
H -0.951 1.474 1.351
H -0.499 2.543 2.751
H 0.059 4.330 -0.514
H -0.744 2.852 -0.585
*
```

The HOMO energy is -8.2 eV. The value obtained for the HOMO-LUMO gap is 8.920 eV.

***

(x)
The following is a DFT calculation (ωB97M-V/def2-TZVPD) of one molecule with the formula C10H15NO2.

ORCA input file:
```
! RIJCOSX wB97M-V def2-TZVPD def2/J DEFGRID3
* xyz 0 1
C 2.267 1.106 1.157
C 1.682 0.176 0.047
C 2.750 -0.959 -0.092
C 0.299 -0.276 0.470
C -0.684 0.908 0.720
C -2.130 0.533 0.344
C -3.181 1.507 0.169
N -3.931 2.359 -0.236
O -2.605 -0.731 0.380
C -1.793 -1.738 0.099
O -2.123 -2.896 0.175
C -0.399 -1.355 -0.377
C -0.713 -0.887 -1.875
H 2.390 0.435 2.089
H 1.639 1.865 1.327
H 3.215 1.661 0.721
H 1.759 0.839 -0.936
H 2.704 -1.549 0.921
H 3.601 -0.432 -0.385
H 2.400 -1.512 -0.970
H 0.214 -0.864 1.498
H -0.474 1.711 0.020
H -0.480 1.260 1.836
H -4.350 3.018 0.410
H 0.332 -2.080 -0.557
H 0.113 -0.211 -2.326
H -1.559 -0.193 -2.033
H -0.942 -1.693 -2.595
*
```

The HOMO energy is -8.0 eV. The value obtained for the HOMO-LUMO gap is 8.668 eV.

***

(w) wins, 2.392 eV ahead of the next structure.

***

(w)
The following is a DFT calculation (ωB97M-V/def2-TZVPD) of one molecule with the formula C7H8N2O2.

ORCA input file:
```
! RIJCOSX wB97M-V def2-TZVPD def2/J DEFGRID3
* xyz 0 1
N -2.395 0.966 -1.826
C -2.521 0.945 -0.402
O -3.560 1.308 0.169
N -1.465 0.541 0.428
C -0.160 0.051 0.176
C 0.460 -0.128 -1.064
C 1.740 -0.598 -1.126
C 2.485 -0.908 -0.007
C 1.868 -0.757 1.221
C 0.586 -0.280 1.288
O -0.065 -0.084 2.497
H -1.558 1.562 -1.992
H -2.107 0.001 -2.057
H -1.697 0.618 1.405
H -0.096 0.106 -1.978
H 2.105 -0.789 -2.137
H 3.503 -1.269 -0.011
H 2.385 -0.961 2.162
H 0.492 -0.325 3.255
*
```

The HOMO energy is -8.5 eV. The value obtained for the HOMO-LUMO gap is 9.076 eV.

***

(x)
The following is a DFT calculation (ωB97M-V/def2-TZVPD) of one molecule with the formula C7H8N2O2.

ORCA input file:
```
! RIJCOSX wB97M-V def2-TZVPD def2/J DEFGRID3
* xyz 0 1
C -1.355 1.743 0.238
C -0.513 0.635 -0.020
C 0.800 0.832 -0.075
C 1.638 -0.261 -0.280
N 3.069 -0.045 -0.034
O 3.439 1.095 -0.330
O 3.807 -0.869 0.444
C 1.088 -1.445 -0.129
C -0.169 -1.848 -0.067
C -1.042 -0.756 -0.065
N -2.421 -0.791 -0.040
H -0.938 2.804 -0.054
H -1.728 1.925 1.479
H -2.285 1.690 -0.523
H 1.080 2.003 -0.201
H 1.922 -2.128 -0.058
H -0.644 -2.738 0.279
H -3.026 -0.140 -0.277
H -2.722 -1.705 -0.289
*
```

The HOMO energy is -8.6 eV. The value obtained for the HOMO-LUMO gap is 8.722 eV.

***

(y)
The following is a DFT calculation (ωB97M-V/def2-TZVPD) of a 3-piece molecular cluster, C7H8N2O2 overall.

ORCA input file:
```
! RIJCOSX wB97M-V def2-TZVPD def2/J DEFGRID3
* xyz 0 1
C 1.646 1.817 0.206
C 0.558 0.625 0.021
C -0.639 0.853 -0.123
C -1.662 -0.100 -0.291
C -1.381 -1.411 -0.262
C -0.037 -1.700 -0.273
C 0.900 -0.770 -0.143
H 1.238 2.851 0.006
H 2.175 1.899 -0.635
H 2.251 1.886 1.145
H -0.896 1.924 -0.320
H -2.331 -1.921 -0.056
H 0.353 -2.645 -0.815
H 3.176 -0.374 -0.328
H 2.608 -2.017 1.289
N 2.248 -1.257 0.181
N -2.970 0.022 -0.062
O -3.446 1.168 -0.180
O -3.790 -0.848 0.640
*
```

The HOMO energy is -9.0 eV. The value obtained for the HOMO-LUMO gap is 7.859 eV.

***

(w) wins, 5.351 eV ahead of the next structure.